Record 1
Computed, not measured: 2 unconnected molecules or ions with the total composition C7H12O3 in a non-equilibrium geometry, with ωB97M-V/def2-TZVPD.

```
22
C7H12O3 (ωB97M-V/def2-TZVPD)
C -0.86 1.18 -0.47
C -0.68 2.19 0.68
C 0.43 0.79 -1.10
C 0.81 -2.62 -0.30
C -1.64 -0.08 0.22
C 0.98 -1.32 0.39
C 1.85 -0.87 1.26
O -0.93 -0.93 0.83
O -1.73 1.67 -1.46
O -2.85 -0.08 0.03
H -2.61 1.31 -1.22
H -0.29 3.12 0.27
H 0.00 1.80 1.43
H -1.65 2.40 1.15
H 0.41 0.79 -2.18
H 1.34 1.23 -0.71
H 0.67 -0.31 -0.74
H -0.17 -3.03 -0.07
H 1.58 -3.30 0.06
H 0.91 -2.51 -1.38
H 1.80 0.11 1.70
H 2.63 -1.53 1.61
```

Properties
Energy relative to the best compared isomer or geometry (same formula, charge and spin)   3.688 eV
HOMO   -9.4 eV
Frontier orbital gap   8.17 eV
Lowest unoccupied orbital energy   -0.044 Ha

Record 2
Computed, not measured: a molecular structure, C25H32GeNO5SSn, with ωB97M-V/def2-TZVPD.

```
66
C25H32GeNO5SSn (ωB97M-V/def2-TZVPD)
Sn -0.97 -1.90 -0.73
O 0.01 -2.36 -5.11
C 0.16 -1.57 -4.09
O -0.49 -1.68 -3.05
C 1.22 -0.52 -4.36
O 1.54 0.29 -3.26
C 2.34 -0.29 -2.25
C 1.36 -0.71 -1.17
O 1.18 -1.92 -0.87
O 0.53 0.15 -0.67
H -0.71 -3.00 -4.98
H 2.09 -1.01 -4.81
H 0.81 0.15 -5.12
H 2.92 -1.15 -2.58
H 3.01 0.48 -1.87
S -1.63 -5.75 2.39
C -1.14 -6.09 0.78
C -1.14 -7.32 0.12
C -0.65 -7.34 -1.17
C -0.15 -6.18 -1.78
C -0.16 -4.97 -1.13
C -0.69 -4.93 0.17
N -0.80 -3.79 0.96
C -1.25 -4.10 2.15
C -1.41 -3.16 3.28
C -2.03 -3.48 4.53
C -2.09 -2.59 5.59
C -1.56 -1.31 5.50
C -0.92 -0.89 4.31
C -1.03 -1.91 3.49
H -1.49 -8.23 0.59
H -0.62 -8.28 -1.71
H 0.28 -6.25 -2.78
H 0.30 -4.09 -1.58
H -2.43 -4.48 4.61
H -2.56 -2.90 6.52
H -1.59 -0.59 6.31
H -0.46 0.09 4.17
C 2.13 5.05 -0.47
C 2.90 4.65 0.79
C 2.22 3.53 1.56
C 2.05 2.22 0.75
Ge 0.69 2.23 -0.61
C -1.15 2.42 -0.08
C -1.60 3.86 0.19
C -1.65 4.69 -1.09
C -1.99 6.16 -0.82
H 2.41 6.04 -0.83
H 1.05 5.08 -0.27
H 2.31 4.36 -1.31
H 2.99 5.51 1.45
H 3.92 4.36 0.53
H 1.25 3.87 1.92
H 2.81 3.29 2.44
H 1.76 1.41 1.42
H 3.00 1.93 0.29
H 1.03 2.46 -2.07
H -1.27 1.78 0.81
H -1.75 1.98 -0.88
H -0.95 4.34 0.92
H -2.60 3.84 0.63
H -2.38 4.26 -1.78
H -0.68 4.64 -1.61
H -2.98 6.25 -0.38
H -1.98 6.74 -1.74
H -1.28 6.61 -0.13
```

Properties
Net charge   +3
Energy relative to the best compared isomer or geometry (same formula, charge and spin)   5.231 eV
HOMO   -17.2 eV
Frontier orbital gap   5.86 eV
Lowest unoccupied orbital energy   -0.418 Ha

Record 3
Computed, not measured: C9H12N2 in the gas phase in a non-equilibrium geometry, with ωB97M-V/def2-TZVPD.

```
23
C9H12N2 (ωB97M-V/def2-TZVPD)
C -0.55 0.39 3.39
C 0.23 -0.66 2.95
C -1.37 1.06 2.48
C 0.33 -0.88 1.61
C -1.23 0.82 1.15
C -0.20 -0.06 0.67
C 0.13 -0.32 -0.79
C 0.57 -1.64 -1.28
C 0.55 0.35 -3.04
N -0.18 2.10 -1.44
N 0.18 0.73 -1.68
H -0.58 0.68 4.44
H 0.80 -1.34 3.59
H -1.97 1.91 2.94
H 1.07 -1.68 1.36
H -1.93 1.24 0.39
H 0.94 -2.20 -0.50
H 1.39 -1.60 -1.97
H -0.26 -2.24 -1.72
H 0.47 1.22 -3.57
H 1.55 -0.08 -3.26
H -0.12 -0.34 -3.48
H 0.17 2.55 -2.24
```

Properties
Energy relative to the best compared isomer or geometry (same formula, charge and spin)   4.398 eV
HOMO (alpha / beta)   -7.1 / -7.1 eV
Frontier orbital gap (alpha / beta)   7.66 / 7.66 eV
Lowest unoccupied orbital energy (alpha / beta)   0.019 / 0.019 Ha

Record 4
Computed, not measured: 12 unconnected molecules or ions with the total composition C14H52F6N2O11P in a non-equilibrium geometry, with ωB97M-V/def2-TZVPD.

```
86
C14H52F6N2O11P (ωB97M-V/def2-TZVPD)
P -1.32 -0.52 -0.63
F -0.62 -1.96 -0.66
F -0.74 -0.21 -2.12
F -2.66 -1.21 -1.32
F -2.18 0.88 -0.73
F -2.00 -0.86 0.80
F -0.08 0.24 0.01
C 0.11 -3.28 -3.76
C -0.56 -4.52 -3.18
O 0.34 -5.62 -3.05
H -0.70 -2.59 -4.00
H 0.64 -3.46 -4.70
H 0.77 -2.77 -3.06
H -1.33 -4.77 -3.91
H -0.98 -4.22 -2.22
H 0.74 -5.69 -3.92
C 1.61 2.65 -3.55
C 0.75 2.30 -4.75
O 0.74 0.91 -5.02
H 1.76 3.73 -3.42
H 2.66 2.37 -3.72
H 1.27 2.23 -2.60
H 1.15 2.83 -5.61
H -0.26 2.68 -4.59
H 0.23 0.49 -4.32
C 2.03 -4.02 -0.57
C 2.74 -3.81 0.74
O 3.73 -4.84 0.94
H 2.60 -4.42 -1.40
H 1.57 -3.09 -0.89
H 1.19 -4.70 -0.40
H 2.09 -3.77 1.62
H 3.25 -2.83 0.74
H 4.45 -4.43 1.43
C -4.85 2.76 3.63
C -3.45 2.83 3.05
C -2.75 1.49 3.20
O -2.51 1.06 4.54
C -1.42 1.75 5.10
N -3.52 3.22 1.65
H -5.34 3.73 3.60
H -4.84 2.39 4.66
H -5.46 2.08 3.02
H -2.86 3.54 3.64
H -1.80 1.39 2.65
H -3.40 0.71 2.78
H -1.45 2.83 5.01
H -0.47 1.41 4.66
H -1.39 1.46 6.15
H -2.59 3.24 1.22
H -3.92 2.41 1.16
C 5.67 2.91 -0.07
C 4.49 2.65 0.84
C 3.46 1.77 0.14
O 4.11 0.52 -0.13
C 3.44 -0.22 -1.13
N 4.98 2.09 2.10
H 6.45 3.47 0.45
H 5.35 3.53 -0.91
H 6.16 2.01 -0.44
H 4.07 3.61 1.13
H 3.09 2.25 -0.77
H 2.62 1.50 0.80
H 2.38 -0.43 -0.96
H 3.94 -1.18 -1.16
H 3.51 0.33 -2.07
H 4.22 1.83 2.72
H 5.45 1.20 1.92
O -4.82 1.16 0.07
H -5.48 0.81 -0.53
H -3.97 0.81 -0.22
O -0.76 3.22 0.38
H -0.99 2.48 -0.20
H -0.02 3.66 -0.05
O 0.90 0.92 2.68
H 0.44 0.08 2.59
H 0.62 1.43 1.91
O -4.19 -3.77 -2.58
H -3.66 -2.98 -2.75
H -4.27 -3.78 -1.62
O -1.61 -3.38 1.70
H -1.58 -2.47 1.38
H -1.14 -3.88 1.03
O -4.65 -1.76 1.96
H -4.69 -1.17 2.71
H -4.50 -1.18 1.20
```

Properties
Net charge   -1
Energy relative to the best compared isomer or geometry (same formula, charge and spin)   0.000 eV
HOMO   -6.4 eV
Frontier orbital gap   8.78 eV
Lowest unoccupied orbital energy   0.086 Ha